92
Properties=species:S:1:pos:R:3:forces:R:3:mulliken_charge:R:1 method="wB97M-V/def2-TZVPD" homo_energy_ev=-3.4 spin_multiplicity=1 total_charge=0 orbital_gap_ha=0.119
C 2.33677 5.07438 -2.91007 0.11 -0.07 -0.08 -1.702
C 2.71746 4.07427 -1.82651 1.09 -0.88 -0.88 1.402
H 3.23409 5.43778 -3.43346 -0.23 -0.20 0.12 0.385
H 1.85145 5.96765 -2.47554 0.04 -0.40 -0.11 0.168
H 1.66517 4.60771 -3.64529 0.15 0.27 0.15 0.425
C 3.87479 4.30520 -1.07480 0.03 -0.52 0.50 -0.695
C 4.57153 5.60216 -0.93086 0.12 0.40 0.34 -1.594
H 4.39235 3.45147 -0.65943 0.05 0.15 -0.11 0.411
H 3.95308 6.39023 -0.47431 0.03 0.22 -0.23 0.254
H 5.01607 5.99585 -1.86063 0.00 0.24 0.04 0.299
H 5.38976 5.45774 -0.21478 0.08 0.13 -0.19 0.374
Y -1.65288 -0.17763 0.11629 0.00 -1.05 0.12 0.406
Cl -0.76093 -0.70712 -2.23481 -0.33 -0.18 -0.07 -0.623
Cl -3.92319 0.71174 0.92817 -0.12 0.06 0.04 -0.637
H -6.64357 -3.35557 0.42497 0.18 0.01 0.07 0.364
H -6.68733 -3.92730 -1.86163 0.20 0.10 -0.07 0.316
C -5.73222 -2.75206 0.42711 -0.05 0.19 0.05 -0.864
C -6.17373 -2.97046 -2.00900 0.05 -0.10 -0.01 -0.881
N -5.20736 -2.75003 -0.93829 0.31 0.14 0.00 0.155
H -5.00091 -3.18415 1.11927 -0.13 0.18 -0.21 0.235
C -3.94960 -2.37479 -1.19870 0.36 0.43 0.68 0.112
O -3.14732 -1.97674 -0.31958 -0.78 -0.78 -0.82 -0.626
H -5.64998 -2.97754 -2.96857 -0.18 0.01 0.13 0.290
H -3.65894 -2.44195 -2.26629 -0.01 0.17 0.43 0.375
H -5.98993 -1.73483 0.75195 0.20 -0.21 -0.05 0.265
H -6.94327 -2.18612 -2.01191 0.29 -0.07 -0.01 0.340
H -0.22644 4.14102 1.40959 0.12 -0.14 0.34 0.108
H 2.80119 3.26654 2.40677 -0.26 0.14 0.18 0.241
C -0.20287 3.76093 2.44219 -0.07 -0.03 -0.01 -0.821
C 2.05683 2.98713 3.16602 0.62 -0.22 -0.43 -0.951
N 0.76521 2.67215 2.56854 -0.61 -0.85 -0.09 0.402
H -1.20142 3.41097 2.72341 0.18 0.08 -0.06 0.291
C 0.46195 1.40266 2.25810 0.12 0.22 0.22 0.087
O -0.68738 0.94886 2.05918 0.42 0.19 -0.10 -0.752
H 2.43435 2.10614 3.69981 -0.08 0.31 -0.03 0.326
H 1.34821 0.74435 2.16280 -0.28 0.15 0.28 0.251
H 0.13903 4.55072 3.11765 -0.34 -0.05 -0.19 0.382
H 1.92727 3.82452 3.85804 0.06 -0.30 -0.05 0.370
O 1.41341 3.53814 -1.22324 -1.22 0.39 1.43 -0.312
C 2.19177 2.61802 -1.92504 0.56 1.10 -0.86 -0.531
C 3.39466 1.52382 0.05325 0.05 -0.11 0.01 0.474
C 2.89993 1.48930 -1.26580 -0.03 -0.67 -0.02 0.578
H 3.25654 2.42867 0.65397 -0.09 -0.38 -0.44 0.376
C 4.14446 0.46185 0.57046 -0.29 -0.10 -0.16 -1.023
H 1.73524 2.34622 -2.88555 0.15 -0.30 0.05 0.150
C 3.15499 0.32749 -2.03431 0.09 0.24 0.25 -0.602
H 4.56227 0.53123 1.58648 -0.22 -0.05 -0.50 0.353
C 4.38090 -0.67717 -0.20872 0.10 -0.02 0.00 -0.563
C 3.89318 -0.74054 -1.52265 -0.01 0.17 0.36 -0.593
H 2.77620 0.27739 -3.05865 0.06 0.03 0.34 0.343
H 4.97334 -1.49822 0.21317 -0.19 0.27 -0.23 0.388
H 4.09120 -1.62472 -2.14106 -0.12 0.41 0.22 0.352
Si -1.98245 3.33621 -1.84922 -1.08 -1.41 0.86 0.511
Cl -0.65168 2.04719 -0.47604 -0.65 2.35 -1.47 0.536
C -3.36511 3.97671 -0.75020 0.17 0.20 0.34 -0.911
C -2.85012 2.05028 -2.90466 0.33 0.02 -0.47 -1.010
C -1.12053 4.63607 -2.79346 0.32 0.11 -0.08 -0.662
H -3.75781 3.20539 -0.06993 0.25 0.13 -0.27 0.175
H -4.20587 4.29006 -1.39449 0.37 -0.06 0.08 0.330
H -3.06696 4.84006 -0.14496 -0.06 -0.07 -0.07 0.298
H -0.71439 5.40772 -2.13114 0.05 -0.17 -0.22 0.256
H -1.87452 5.08510 -3.46002 0.13 -0.10 0.18 0.499
H -0.31668 4.20968 -3.39839 -0.09 0.19 0.14 -0.010
H -2.13859 1.44805 -3.48192 -0.18 0.02 0.14 0.285
H -3.47797 2.60130 -3.62778 0.12 -0.12 0.25 0.420
H -3.50875 1.37318 -2.33684 0.29 0.30 -0.03 0.203
C 0.01167 -5.86251 2.90102 0.08 -0.44 0.28 -1.004
N -0.48413 -4.54657 2.56612 -0.03 -0.92 0.78 0.092
N 0.07788 -3.81408 1.57317 0.18 0.56 -0.77 0.417
C -0.40901 -2.54258 1.63578 0.28 0.66 -0.48 0.722
O -0.07488 -1.65154 0.78163 -0.65 -0.76 0.93 -0.415
C -1.28491 -2.50763 2.75958 0.07 0.56 -0.30 -0.165
C -1.26663 -3.74947 3.32849 0.19 -0.02 -0.41 0.244
C -1.91723 -4.21168 4.57723 -0.45 0.08 0.40 -1.814
C 0.95221 -4.35791 0.57893 0.25 0.01 -0.39 -0.101
C 0.64890 -5.57804 -0.02788 0.03 0.11 0.10 -0.252
C 1.57262 -6.15352 -0.89483 0.32 0.30 -0.18 -0.780
C 2.75719 -5.46591 -1.20666 0.03 -0.06 0.31 -0.554
C 3.02163 -4.20400 -0.64980 -0.27 -0.32 -0.23 -0.487
C 2.09878 -3.63475 0.22067 -0.22 -0.04 0.43 0.016
H -0.50655 -6.18078 3.81062 0.16 0.08 -0.21 0.425
H 1.09746 -5.86657 3.09065 -0.37 0.11 -0.13 0.314
H -0.21831 -6.57560 2.10201 0.13 0.14 0.38 0.317
H -1.84661 -1.63638 3.06661 0.09 -0.12 0.12 0.580
H -2.50731 -5.12465 4.43610 0.17 0.14 0.00 0.401
H -1.19730 -4.37708 5.39164 -0.11 0.00 -0.30 0.362
H -2.60296 -3.42159 4.90631 0.16 -0.23 -0.04 0.390
H -0.30651 -6.06459 0.17965 0.36 0.12 -0.14 0.652
H 1.36262 -7.13603 -1.32668 0.11 0.42 0.06 0.373
H 3.49831 -5.92582 -1.86506 -0.31 0.15 0.18 0.392
H 3.94562 -3.66214 -0.88536 -0.51 -0.26 0.03 0.360
H 2.24355 -2.63292 0.63145 0.10 -0.37 -0.11 0.321